Record 1
Molecular formula: C3H4O3
Method: DFT, ωB97M-V with the def2-TZVPD basis set

CARTESIAN COORDINATES (ANGSTROEM)
1 O 1.30 0.47 1.69
2 C 1.12 -0.31 0.79
3 C 0.23 -0.01 -0.41
4 O -0.13 -1.19 -1.07
5 C -0.98 0.81 0.01
6 O -2.07 0.59 -0.45
7 H 1.60 -1.31 0.75
8 H 0.82 0.63 -1.08
9 H -1.09 -1.29 -0.97
10 H -0.80 1.60 0.75

Results
- Kohn-Sham gap: 10.62 eV
- Highest occupied orbital energy: -10.2 eV
- E_tot: -9317.1298 eV
- Total charge: 0

Record 2
Molecular formula: C3H4O3
Method: DFT, ωB97M-V with the def2-TZVPD basis set

CARTESIAN COORDINATES (ANGSTROEM)
1 C 0.39 0.45 0.10
2 C -0.93 -0.17 -0.38
3 O -0.98 -1.45 -0.01
4 O -2.04 0.71 -0.39
5 C -1.58 0.36 -1.56
6 O -1.68 0.45 -2.76
7 H 0.39 0.59 1.18
8 H 0.48 1.52 -0.33
9 H 1.28 -0.22 -0.03
10 H -0.72 -1.42 0.93

Results
- Kohn-Sham gap: 10.65 eV
- Highest occupied orbital energy: -10.1 eV
- E_tot: -9316.4115 eV
- Total charge: 0

Record 3
Molecular formula: C3H4O3
Method: DFT, ωB97M-V with the def2-TZVPD basis set

CARTESIAN COORDINATES (ANGSTROEM)
1 O 1.96 -0.37 1.10
2 C 0.87 -0.61 0.64
3 C 0.19 0.21 -0.44
4 O -0.19 -0.59 -1.54
5 C -0.99 0.93 0.22
6 O -1.09 0.96 1.42
7 H 0.26 -1.47 0.99
8 H 0.89 0.96 -0.82
9 H -0.44 -1.47 -1.22
10 H -1.73 1.42 -0.44

Results
- Kohn-Sham gap: 10.30 eV
- Highest occupied orbital energy: -10.1 eV
- E_tot: -9316.8426 eV
- Total charge: 0

Record 4
Molecular formula: C3H4O3S
Method: DFT, ωB97M-V with the def2-TZVPD basis set

CARTESIAN COORDINATES (ANGSTROEM)
1 C 0.75 -0.14 0.41
2 C -0.15 -2.77 1.56
3 C 0.03 1.19 0.46
4 O 1.01 -0.84 1.31
5 O 0.79 -3.26 2.00
6 O -1.21 -2.51 1.16
7 S 1.20 -0.36 -1.26
8 H 0.18 1.70 -0.48
9 H -0.94 0.80 0.66
10 H 0.47 1.87 1.26
11 H 2.02 -1.48 -1.22

Results
- Kohn-Sham gap (spin up / spin down): 5.60 / 5.50 eV
- Multiplicity: 3
- Expectation value of S²: 2.0063
- Highest occupied orbital energy (spin up / spin down): -5.4 / -9.9 eV
- E_tot: -20148.3667 eV
- Total charge: 0

Record 5
Molecular formula: C3H4O3V
Method: DFT, ωB97M-V with the def2-TZVPD basis set

CARTESIAN COORDINATES (ANGSTROEM)
1 C -0.90 1.61 -0.26
2 O 0.28 1.50 0.17
3 O 0.70 -1.28 -0.70
4 O -1.65 0.47 -0.13
5 C -0.30 -1.62 -0.07
6 C -1.21 -0.66 0.63
7 H -0.59 -2.68 -0.09
8 H -0.68 -0.33 1.55
9 H -2.13 -1.19 0.92
10 V 1.70 0.42 -0.43
11 H 3.11 0.02 0.39

Results
- Kohn-Sham gap (spin up / spin down): 7.27 / 7.48 eV
- Multiplicity: 4
- Expectation value of S²: 3.7675
- Highest occupied orbital energy (spin up / spin down): -8.1 / -8.3 eV
- E_tot: -35001.4687 eV
- Total charge: 0

Record 6
Molecular formula: C3H4O3Yb
Method: DFT, ωB97M-V with the def2-TZVPD basis set

CARTESIAN COORDINATES (ANGSTROEM)
1 O 0.50 -1.64 0.84
2 C -0.85 -1.70 0.67
3 C -1.43 -0.46 0.08
4 O -0.70 0.52 -0.14
5 Yb 1.51 0.13 0.24
6 H -1.42 -1.87 1.62
7 H -1.19 -2.53 0.00
8 H -2.51 -0.39 -0.14
9 C 1.10 2.98 -1.40
10 O 2.05 2.26 -0.92
11 H 2.93 2.69 -0.84

Results
- Kohn-Sham gap (spin up / spin down): 6.16 / 6.79 eV
- Multiplicity: 3
- Expectation value of S²: 2.0044
- Highest occupied orbital energy (spin up / spin down): -16.9 / -19.3 eV
- E_tot: -40824.8826 eV
- Total charge: +2

Record 7
Molecular formula: C3H4O4
Method: DFT, ωB97M-V with the def2-TZVPD basis set

CARTESIAN COORDINATES (ANGSTROEM)
1 C -0.86 1.30 -0.35
2 C 1.16 -0.05 1.14
3 C 0.42 -0.92 -0.20
4 O -0.65 0.08 0.38
5 O 0.07 -2.14 0.27
6 O 1.58 0.37 2.11
7 O 0.89 -0.72 -1.30
8 H 0.11 -2.75 -0.48
9 H -1.92 1.39 -0.57
10 H -0.52 2.13 0.27
11 H -0.28 1.31 -1.27

Results
- Kohn-Sham gap: 10.54 eV
- Highest occupied orbital energy: -10.3 eV
- E_tot: -11363.1115 eV
- Total charge: 0

Record 8
Molecular formula: C3H4O4S
Method: DFT, ωB97M-V with the def2-TZVPD basis set

CARTESIAN COORDINATES (ANGSTROEM)
1 C 2.40 -0.99 0.16
2 C 0.53 0.43 -0.32
3 C -0.23 -0.77 0.29
4 O 4.40 -2.19 1.02
5 O 1.80 -0.05 -0.77
6 O 1.81 -1.75 1.07
7 O 0.53 -1.24 1.45
8 S 4.06 -1.15 0.07
9 H -0.12 0.85 -1.14
10 H 0.83 1.30 0.23
11 H -1.14 -0.64 0.84
12 H -0.25 -1.40 -0.54

Results
- Kohn-Sham gap: 8.61 eV
- Highest occupied orbital energy: -8.3 eV
- E_tot: -22195.0154 eV
- Total charge: 0

Record 9
Molecular formula: C3H4O5P
Method: DFT, ωB97M-V with the def2-TZVPD basis set

CARTESIAN COORDINATES (ANGSTROEM)
1 C 1.01 -0.72 0.02
2 C -0.50 1.45 0.04
3 C -0.26 0.02 0.22
4 O 0.56 -0.54 1.28
5 O 0.98 -2.03 -0.53
6 O -2.99 -0.61 0.60
7 O -1.82 1.48 -0.38
8 O 2.30 -0.19 -0.31
9 P -2.01 -0.31 -0.43
10 H -0.50 2.12 0.88
11 H 0.21 2.06 -0.80
12 H 0.04 -2.05 -0.83
13 H 2.98 -0.68 0.26

Results
- Kohn-Sham gap: 6.79 eV
- Highest occupied orbital energy: -3.4 eV
- E_tot: -22701.8007 eV
- Total charge: -1

Record 10
Molecular formula: C3H4O5Ru
Method: DFT, ωB97M-V with the def2-TZVPD basis set

CARTESIAN COORDINATES (ANGSTROEM)
1 C 0.59 1.46 1.32
2 C 0.04 1.91 0.17
3 O 0.07 1.25 -1.07
4 C -0.62 0.14 -1.38
5 O 0.08 -0.68 -2.07
6 O -1.45 -0.30 -0.56
7 O 0.58 0.22 1.73
8 H 0.66 2.24 2.10
9 H -0.72 2.69 0.19
10 H 0.04 -1.13 0.49
11 O 0.24 -2.35 0.09
12 H -0.03 -3.00 0.75
13 Ru 0.50 -2.44 -1.76

Results
- Kohn-Sham gap (spin up / spin down): 8.46 / 8.08 eV
- Multiplicity: 6
- Expectation value of S²: 8.7786
- Highest occupied orbital energy (spin up / spin down): -13.8 / -14.4 eV
- E_tot: -15980.2487 eV
- Total charge: +1

Record 11
Molecular formula: C3H4OP2
Method: DFT, ωB97M-V with the def2-TZVPD basis set

CARTESIAN COORDINATES (ANGSTROEM)
1 C 0.07 -0.80 0.04
2 C 0.65 1.64 -0.28
3 C -0.39 0.75 -0.13
4 O -1.74 0.97 -0.19
5 P 2.32 1.03 0.06
6 P 1.75 -0.91 -0.35
7 H -0.77 -1.58 -0.12
8 H 0.39 2.73 -0.53
9 H -2.26 0.24 0.13
10 H 2.56 -1.55 0.47

Results
- Kohn-Sham gap (spin up / spin down): 7.08 / 7.19 eV
- Multiplicity: 3
- Expectation value of S²: 2.0102
- Highest occupied orbital energy (spin up / spin down): -6.4 / -9.0 eV
- E_tot: -23796.4778 eV
- Total charge: 0

Record 12
Molecular formula: C3H4OS
Method: DFT, ωB97M-V with the def2-TZVPD basis set

CARTESIAN COORDINATES (ANGSTROEM)
1 C -0.15 0.01 -0.29
2 C 0.97 1.07 -0.03
3 C 1.83 -0.17 0.13
4 H 0.81 1.55 0.99
5 H 1.06 1.76 -0.84
6 H 2.21 -0.44 1.10
7 H 2.48 -0.37 -0.71
8 O 0.66 -1.02 -0.06
9 S -1.73 0.01 0.07

Results
- Kohn-Sham gap: 8.93 eV
- Highest occupied orbital energy: -8.8 eV
- E_tot: -16056.6912 eV
- Total charge: 0

What is the total charge in the ninth record?
-1